# 1
C3H10O4 | ωB97M-V with the def2-TZVPD basis set

Structure (XYZ):
```
17
Properties=species:S:1:pos:R:3:forces:R:3
H 0.90812 -0.18730 -2.98648 0.46 1.46 -0.48
H 1.34125 -2.11502 -1.47251 -0.21 0.59 0.32
H -0.95440 -0.49453 -2.89446 2.49 -0.31 0.63
O 1.36497 0.65697 -0.32294 0.29 -2.91 -1.12
H -3.93385 -0.20930 0.58097 -0.55 0.31 0.13
C 0.15816 -0.89684 -2.77052 -2.87 1.58 -0.40
H 0.21370 -1.56618 -3.57887 0.25 -1.54 -0.68
C 0.45765 -1.45184 -1.43079 -1.88 -2.19 2.73
C 0.44500 -0.33492 -0.31517 -5.45 0.69 -0.02
H 3.09654 3.13049 3.10940 0.63 0.62 -0.47
H 1.59656 3.35101 3.55049 2.16 -1.55 -0.03
H -2.86480 -1.15506 0.28813 -0.82 -0.43 0.07
H -0.49106 -2.12981 -1.09018 2.54 1.44 -0.65
O 2.38709 2.70215 3.56158 -2.80 0.94 0.47
O -0.69448 -0.19790 0.28359 5.01 -0.25 -1.59
O -3.84610 -1.14674 0.40299 1.51 0.18 -0.20
H 1.03133 1.36140 0.19059 -0.76 1.37 1.29
```
Forces are in eV/Å.

## Properties
* orbital gap: 0.40419 hartree
* total energy: -421.231323 Ha
* lowest unoccupied orbital energy: 0.4 eV
* ΔE to the lowest compared entry with this formula, charge and spin: 33.7 kcal/mol
* multiplicity: 1
* charge: 0
* structure (SMILES): CCC(=O)O.O.O

---

# 2
C3H10OS | ωB97M-V with the def2-TZVPD basis set

Structure (XYZ):
```
15
Properties=species:S:1:pos:R:3:forces:R:3
C 0.64553 1.55061 0.97454 0.09 0.04 -0.36
H -0.02999 2.28526 0.55824 -0.01 0.22 -0.28
H -3.13467 0.35382 -1.09164 0.21 -0.02 0.05
H 1.42383 -0.99366 1.61964 -0.09 -0.31 -0.11
H 1.52191 2.04947 1.37572 0.06 0.02 0.10
H 0.08822 1.04366 1.73859 -0.13 -0.30 0.54
C 1.96271 -0.83365 0.68703 -0.16 0.36 -0.06
O -2.00863 -0.93348 0.08661 0.40 -0.14 -0.02
H 2.94288 -0.45237 0.92444 0.44 -0.09 0.05
H -1.04215 -0.85695 0.00271 -0.37 0.12 0.04
C -2.56655 -0.58409 -1.16448 -0.18 0.52 -0.15
H -3.28022 -1.32935 -1.49620 -0.03 -0.39 0.01
H 2.02147 -1.72322 0.06789 0.12 -0.22 0.26
S 1.09458 0.37594 -0.31700 -0.33 0.20 -0.15
H -1.80518 -0.46328 -1.94050 -0.03 -0.02 0.07
```
Forces are in eV/Å.

## Properties
* orbital gap: 0.35895 hartree
* total energy: -593.697110 Ha
* lowest unoccupied orbital energy: 0.9 eV
* ΔE to the lowest compared entry with this formula, charge and spin: 12.6 kcal/mol
* multiplicity: 1
* charge: 0
* structure (SMILES): CSC.CO

---

# 3
C3H10OS | ωB97M-V with the def2-TZVPD basis set

Structure (XYZ):
```
15
Properties=species:S:1:pos:R:3:forces:R:3
H -0.71875 0.85322 -0.42497 -0.12 0.22 -0.03
C -2.11681 -1.61790 -0.00449 -0.30 -0.34 0.07
H 1.00283 1.08487 -0.09511 0.05 -0.22 0.31
C 0.28340 0.64340 -0.77650 0.48 -0.04 -0.57
H -1.17937 -2.60120 -1.65187 -0.13 -0.06 -0.24
S 0.48634 -1.15729 -0.90498 -0.12 0.22 0.06
H 3.66372 3.06298 3.38329 0.00 0.01 0.09
H -2.05488 -0.74741 0.65240 0.20 0.05 -0.25
H -1.64604 -0.93300 -2.01554 0.02 0.08 -0.18
H -3.15726 -1.74155 -0.28522 -0.32 0.13 -0.14
O 4.26403 3.24854 2.65646 -0.02 0.00 0.00
H 3.81411 2.89813 1.88324 0.02 -0.01 -0.08
H -1.89190 -2.50094 0.58720 0.26 0.01 0.19
C -1.24810 -1.59359 -1.25319 0.44 0.02 0.60
H 0.49867 1.10176 -1.75073 -0.45 -0.07 0.19
```
Forces are in eV/Å.

## Properties
* orbital gap: 0.33471 hartree
* total energy: -593.710120 Ha
* lowest unoccupied orbital energy: 0.5 eV
* ΔE to the lowest compared entry with this formula, charge and spin: 4.4 kcal/mol
* multiplicity: 1
* charge: 0
* structure (SMILES): CCSC.O

---

# 4
C3H10OS2 | ωB97M-V with the def2-TZVPD basis set

Structure (XYZ):
```
16
Properties=species:S:1:pos:R:3:forces:R:3
H 0.60818 -4.28723 -0.72114 -0.30 0.03 0.50
H 1.68251 -2.99516 -1.06081 0.20 0.02 0.24
H 0.41923 1.30090 1.84471 -0.26 -0.59 0.61
H -1.16111 3.07840 0.59170 -0.08 0.34 -0.13
H 1.47303 2.30079 -0.39221 -0.44 0.50 -0.47
S -1.93760 -2.15330 0.50090 -1.51 0.01 2.04
H -0.74598 3.26424 -1.17701 0.20 0.49 0.27
S -0.47537 -2.15950 -1.23024 1.32 0.25 -1.83
H 0.51636 0.86440 -0.21387 -0.12 0.01 0.03
C 0.77518 -3.22894 -0.49724 0.72 -0.06 -0.97
O 0.73390 2.10924 1.46541 0.39 -0.01 -0.72
H -1.52394 1.86229 -0.65028 0.01 -0.16 0.40
C -0.79541 2.60395 -0.31097 0.14 -0.62 -1.18
H 0.97510 -3.02741 0.55556 -0.28 -0.14 0.06
H -1.08039 -1.46303 1.26871 -0.11 0.02 -0.01
C 0.53630 1.93038 0.02678 0.12 -0.08 1.16
```
Forces are in eV/Å.

## Properties
* orbital gap (alpha / beta): 0.14797 / 0.25928 hartree
* total energy: -991.879503 Ha
* lowest unoccupied orbital energy (alpha / beta): 3.6 / 3.6 eV
* ΔE to the lowest compared entry with this formula, charge and spin: 30.4 kcal/mol
* multiplicity: 2
* charge: -1

---

# 5
C3H10OS2 | ωB97M-V with the def2-TZVPD basis set

Structure (XYZ):
```
16
Properties=species:S:1:pos:R:3:forces:R:3
H -1.87754 3.40316 -0.40324 -0.96 0.12 0.13
O -0.44524 0.46778 -0.79561 0.07 1.17 0.11
C -0.46803 1.82964 -0.32240 -0.46 -0.12 -0.11
H -1.29588 0.19349 -0.46592 -0.41 -0.99 -0.12
H 2.98469 -2.17294 1.22919 0.30 -0.19 0.65
C 2.11506 -2.79425 1.42101 -0.87 0.30 -0.93
H 1.96697 -3.36142 0.50911 0.05 -0.25 -0.05
C -1.45058 2.71990 -1.11345 1.33 -0.41 0.15
H -0.93295 3.36029 -1.81162 0.26 -0.01 -0.48
S 0.68636 -1.65246 1.48242 -0.20 -0.26 -0.19
S -0.68931 -2.57686 0.23671 0.18 0.05 0.39
H 0.53647 2.21468 -0.33640 0.43 0.06 -0.12
H -2.11297 2.06594 -1.67673 -0.48 0.32 0.25
H -0.80229 1.81785 0.71885 0.18 -0.03 0.10
H 2.09565 -3.47206 2.26296 0.49 0.14 0.24
H -0.31040 -2.04272 -0.93488 0.09 0.11 0.00
```
Forces are in eV/Å.

## Properties
* orbital gap: 0.35148 hartree
* total energy: -991.879843 Ha
* lowest unoccupied orbital energy: 0.6 eV
* ΔE to the lowest compared entry with this formula, charge and spin: 19.9 kcal/mol
* multiplicity: 1
* charge: 0
* structure (SMILES): CCO.CSS

---

# 6
C3H10S | ωB97M-V with the def2-TZVPD basis set

Structure (XYZ):
```
14
Properties=species:S:1:pos:R:3:forces:R:3
H 0.82218 -0.55829 -5.40546 -0.22 -0.06 -0.17
H -1.48692 0.45692 6.77548 -0.38 0.40 -0.49
C -1.27908 -0.33744 6.06451 -0.27 -0.96 0.11
H -0.88889 0.02669 5.11727 0.42 0.22 0.21
H 1.34965 1.85384 -3.38563 -0.04 -0.03 -0.08
H -0.30994 -2.34229 6.51079 -0.44 0.32 -0.64
H -2.18275 -0.87671 5.76417 -0.23 0.33 0.39
C 1.29476 0.77964 -3.56411 -0.50 0.54 0.11
H 0.89114 0.32290 -2.66520 0.26 -0.17 0.04
C -0.37263 -1.28930 6.82378 1.16 -1.18 0.23
H 0.68273 -0.99705 6.79971 -0.17 0.35 0.19
H -0.65571 -1.42390 7.87095 -0.09 0.51 0.01
H 2.29780 0.44117 -3.79423 -0.03 -0.19 -0.03
S 0.13167 0.49190 -4.94747 0.55 -0.07 0.12
```
Forces are in eV/Å.

## Properties
* orbital gap: 0.37241 hartree
* total energy: -518.455521 Ha
* lowest unoccupied orbital energy: 1.0 eV
* ΔE to the lowest compared entry with this formula, charge and spin: 10.2 kcal/mol
* multiplicity: 1
* charge: 0
* structure (SMILES): CC.CS

---

# 7
C3H10S | ωB97M-V with the def2-TZVPD basis set

Structure (XYZ):
```
14
Properties=species:S:1:pos:R:3:forces:R:3
H -0.09069 2.72009 0.90129 0.25 -0.03 -0.14
H -1.01802 2.23993 -1.32399 -0.16 -0.03 0.25
H 0.06116 -3.67136 0.20293 -0.52 0.12 0.24
S 1.10842 1.45105 -1.68631 -0.22 -0.43 0.65
H 0.29598 1.00754 1.12889 -0.21 -0.03 0.33
H 1.34604 -2.62496 0.49557 -0.19 0.47 0.61
C 0.25244 -2.61555 0.41686 0.98 -0.91 -1.06
H 0.05706 -2.08093 -0.51024 -0.39 0.27 0.16
H 1.63929 0.53301 -0.85938 0.25 0.04 -0.24
H -1.06193 0.53691 -1.03449 0.24 -0.21 0.09
H -1.38909 1.62141 1.10435 -0.85 -0.41 0.59
C -0.49259 1.43415 -0.79944 -0.22 0.77 -0.97
C -0.41638 1.70259 0.68565 0.93 0.30 -0.55
H -0.29169 -2.25389 1.27831 0.12 0.09 0.05
```
Forces are in eV/Å.

## Properties
* orbital gap: 0.36752 hartree
* total energy: -518.463995 Ha
* lowest unoccupied orbital energy: 0.9 eV
* ΔE to the lowest compared entry with this formula, charge and spin: 4.9 kcal/mol
* multiplicity: 1
* charge: 0
* structure (SMILES): CCS.C

---

# 8
C3H10S | ωB97M-V with the def2-TZVPD basis set

Structure (XYZ):
```
14
Properties=species:S:1:pos:R:3:forces:R:3
H -2.38513 0.18853 -0.24459 1.65 -0.27 0.08
C -1.25995 0.02645 -0.39827 0.07 -1.22 -0.78
H -1.06800 1.98309 0.36443 0.27 0.00 0.77
H 2.89280 -0.69885 1.15105 0.71 0.40 -0.93
H 0.49170 -1.05654 0.44878 -1.22 0.27 -0.02
H -1.18156 -0.31476 -1.46457 -0.08 -0.07 0.89
C -0.64168 -1.08305 0.53554 1.42 1.05 -0.85
H -0.83711 -2.11164 0.22500 -0.71 0.17 0.39
H -0.81205 -0.84561 1.58723 -0.37 -0.45 -0.05
H 0.53918 1.41634 0.00921 -0.20 -0.49 -0.56
S 3.42509 -0.28344 -0.06676 -2.92 -0.87 0.26
H -0.75303 1.95472 -1.20360 0.87 -0.28 -0.50
H 2.09267 -0.52986 -0.61755 2.32 0.50 0.61
C -0.50293 1.35462 -0.32590 -1.80 1.25 0.68
```
Forces are in eV/Å.

## Properties
* orbital gap: 0.39163 hartree
* total energy: -518.441333 Ha
* lowest unoccupied orbital energy: 0.9 eV
* ΔE to the lowest compared entry with this formula, charge and spin: 19.1 kcal/mol
* multiplicity: 1
* charge: 0
* structure (SMILES): CCC.S